Entry from the OMol25 dataset: a cluster of 9 separate species, C18H54O18 in total (the ωB97M-V functional and the def2-TZVPD basis).

Geometry (Å):
C: -6.050 0.564 0.549
C: -5.292 -0.781 0.824
O: -4.177 -0.572 1.683
O: -7.171 0.732 1.357
H: -6.373 0.467 -0.487
H: -5.398 1.437 0.592
H: -4.929 -1.330 -0.045
H: -5.937 -1.539 1.268
H: -4.582 -0.588 2.553
H: -7.741 1.442 1.055
C: -0.276 1.039 -3.276
C: -0.216 0.112 -4.515
O: -1.396 -0.594 -4.723
O: -1.339 1.943 -3.492
H: 0.624 1.618 -3.070
H: -0.587 0.401 -2.449
H: 0.412 -0.758 -4.323
H: 0.071 0.680 -5.401
H: -1.586 -1.103 -3.932
H: -2.088 1.390 -3.729
C: 5.784 -1.172 -0.944
C: 4.667 -0.861 0.123
O: 3.591 -0.176 -0.473
O: 6.396 0.045 -1.307
H: 5.390 -1.713 -1.804
H: 6.578 -1.801 -0.541
H: 5.135 -0.281 0.918
H: 4.294 -1.766 0.603
H: 3.886 0.329 -1.234
H: 7.192 -0.090 -1.828
C: 3.466 1.382 3.228
C: 3.213 2.591 2.215
O: 2.909 3.798 3.006
O: 4.600 1.536 4.014
H: 3.412 0.395 2.768
H: 2.560 1.384 3.835
H: 2.527 2.298 1.420
H: 4.146 2.694 1.661
H: 2.751 4.542 2.420
H: 4.335 2.235 4.617
C: 3.396 -0.381 -4.455
C: 3.285 -1.733 -3.702
O: 2.498 -1.673 -2.504
O: 4.180 0.409 -3.580
H: 2.441 0.143 -4.465
H: 3.726 -0.378 -5.494
H: 4.215 -2.215 -3.399
H: 2.742 -2.453 -4.314
H: 2.943 -1.130 -1.849
H: 4.281 1.288 -3.952
C: -2.154 -3.406 -2.688
C: -3.227 -2.309 -2.756
O: -2.759 -0.920 -2.406
O: -0.995 -3.093 -3.462
H: -2.711 -4.270 -3.048
H: -1.754 -3.513 -1.680
H: -3.993 -2.473 -1.999
H: -3.652 -2.232 -3.757
H: -2.354 -0.978 -1.537
H: -1.102 -3.431 -4.354
C: 0.757 -0.850 0.576
C: -0.647 -1.527 0.728
O: -1.619 -0.847 0.018
O: 0.726 0.385 1.190
H: 0.852 -0.712 -0.501
H: 1.559 -1.480 0.960
H: -0.851 -1.638 1.793
H: -0.599 -2.562 0.390
H: -2.301 -0.650 0.664
H: 0.794 1.112 0.566
C: -0.479 3.691 1.301
C: -1.748 3.079 1.820
O: -2.963 3.664 1.223
O: -0.244 3.175 0.013
H: 0.363 3.413 1.935
H: -0.577 4.775 1.246
H: -1.797 3.241 2.897
H: -1.686 1.993 1.877
H: -2.793 3.537 0.287
H: -0.623 3.768 -0.640
C: -1.679 -0.241 5.081
C: -1.952 -1.818 5.067
O: -3.082 -2.209 5.779
O: -1.436 0.096 6.433
H: -2.543 0.340 4.760
H: -0.826 -0.114 4.414
H: -1.171 -2.460 5.473
H: -2.085 -2.030 4.006
H: -2.636 -2.697 6.475
H: -0.522 0.390 6.433

Computed properties:
Relative energy (zero: lowest compared OMol25 entry of this formula, charge and spin), eV: 2.8672
Orbital gap, eV: 9.45
E_LUMO, Eh: 0.01721
Highest occupied orbital energy, eV: -8.98
DFT total energy, Eh: -2072.2974

Entry from the OMol25 dataset: a cluster of 9 separate species, C18H54O18 in total (the ωB97M-V functional and the def2-TZVPD basis).

Geometry (Å):
C: -1.946 -5.641 6.263
C: -3.320 -5.210 5.762
O: -4.373 -6.149 6.054
O: -1.455 -6.891 5.796
H: -1.898 -5.704 7.351
H: -1.208 -4.949 5.859
H: -3.221 -4.896 4.723
H: -3.663 -4.335 6.314
H: -4.377 -6.821 5.369
H: -1.699 -7.490 6.506
C: 2.259 7.743 0.963
C: 2.902 9.029 0.587
O: 4.338 8.869 0.561
O: 0.844 7.826 1.108
H: 2.640 7.517 1.959
H: 2.586 6.889 0.369
H: 2.570 9.756 1.328
H: 2.593 9.344 -0.410
H: 4.588 8.342 -0.201
H: 0.476 6.986 1.391
C: -3.639 3.846 5.519
C: -4.977 4.185 4.787
O: -4.696 4.244 3.402
O: -3.314 2.461 5.472
H: -3.895 4.162 6.531
H: -2.826 4.527 5.265
H: -5.378 5.146 5.109
H: -5.707 3.407 5.011
H: -5.566 4.227 2.998
H: -2.895 2.319 4.619
C: -8.386 -6.544 -2.727
C: -7.505 -5.342 -2.528
O: -6.563 -5.570 -1.534
O: -9.444 -6.330 -3.712
H: -8.784 -6.910 -1.780
H: -7.817 -7.407 -3.072
H: -7.994 -4.399 -2.286
H: -6.906 -5.147 -3.418
H: -6.148 -4.746 -1.269
H: -9.861 -7.195 -3.727
C: -0.426 0.755 -0.333
C: -1.824 0.377 -0.772
O: -2.434 -0.545 0.201
O: -0.482 1.388 1.000
H: 0.012 1.436 -1.062
H: 0.217 -0.115 -0.200
H: -1.810 0.021 -1.802
H: -2.466 1.255 -0.855
H: -2.513 0.019 0.973
H: 0.445 1.453 1.244
C: 4.452 0.994 6.085
C: 4.813 -0.534 6.253
O: 5.117 -0.832 7.558
O: 4.426 1.390 4.704
H: 5.127 1.637 6.648
H: 3.475 1.245 6.498
H: 5.764 -0.786 5.784
H: 3.995 -1.167 5.910
H: 5.429 -1.739 7.504
H: 5.330 1.641 4.500
C: -0.435 -5.537 -3.296
C: -0.785 -6.988 -2.952
O: -2.092 -7.239 -3.443
O: 0.260 -5.322 -4.504
H: 0.201 -5.063 -2.549
H: -1.334 -4.921 -3.273
H: -0.680 -7.177 -1.884
H: 0.001 -7.605 -3.388
H: -2.742 -6.820 -2.874
H: 0.242 -4.377 -4.671
C: 6.466 3.864 -2.616
C: 6.388 4.870 -3.800
O: 6.691 6.210 -3.395
O: 5.943 2.625 -3.023
H: 5.841 4.117 -1.759
H: 7.522 3.773 -2.361
H: 5.336 5.041 -4.028
H: 7.017 4.650 -4.663
H: 6.782 6.754 -4.181
H: 6.163 2.055 -2.282
C: 3.584 1.108 -8.813
C: 3.114 -0.091 -7.989
O: 1.879 0.329 -7.258
O: 2.652 1.609 -9.665
H: 4.466 0.895 -9.417
H: 3.857 1.840 -8.054
H: 3.861 -0.456 -7.285
H: 2.984 -0.938 -8.663
H: 1.427 0.906 -7.878
H: 2.404 0.844 -10.190

Computed properties:
Relative energy (zero: lowest compared OMol25 entry of this formula, charge and spin), eV: 4.6153
Orbital gap, eV: 9.95
E_LUMO, Eh: 0.00069
Highest occupied orbital energy, eV: -9.94
DFT total energy, Eh: -2072.2331